(1)
19
Properties=species:S:1:pos:R:3:forces:R:3 method="wB97M-V/def2-TZVPD" charge=+1 max_force_ev_per_a=5.43 total_energy_ha=-650.31417 de_lowest_kj_mol=264.1 molar_mass_g_mol=118.22 homo_lumo_gap_ev=10.0
C -0.156 -0.275 -1.829 -2.024 -0.342 -0.621
C -0.387 -0.546 -0.565 1.100 -0.648 0.817
S -1.795 -1.168 0.226 -0.785 -1.281 0.645
C -2.937 0.232 0.249 1.502 0.888 -5.138
N 0.767 -0.435 0.432 -0.111 0.926 0.556
C 2.146 -0.714 0.038 3.267 1.513 -0.245
C 0.852 0.934 1.014 0.830 1.892 1.978
H -0.903 -0.555 -2.588 0.183 0.323 0.595
H 0.603 0.349 -2.187 1.636 0.324 -0.354
H -3.208 0.649 1.149 -0.521 0.426 2.131
H -3.761 0.159 -0.518 0.570 -0.497 1.297
H -2.239 0.927 -0.320 -1.150 0.022 1.019
H 0.562 -1.045 1.267 -0.225 0.394 -1.233
H 2.684 0.128 -0.620 -1.727 -1.769 1.411
H 2.728 -0.757 0.999 -0.484 0.233 -0.903
H 2.342 -1.659 -0.390 -0.512 -1.078 -0.899
H 0.846 1.799 0.234 0.157 -1.932 1.262
H 0.013 1.062 1.740 0.503 0.060 -0.804
H 1.844 0.916 1.670 -2.211 0.549 -1.515



(2)
57
Properties=species:S:1:pos:R:3:forces:R:3 method="wB97M-V/def2-TZVPD" charge=-2 max_force_ev_per_a=0.42 total_energy_ha=-2759.66534 spin_multiplicity=2 de_lowest_kj_mol=109.6 molar_mass_g_mol=733.90 homo_lumo_gap_ev="4.3 / 4.1"
Ir 0.180 -0.233 -0.901 -0.068 0.131 -0.099
N -0.026 0.384 3.304 -0.056 -0.035 -0.042
C -0.838 -0.725 3.256 0.038 0.020 0.000
C -1.669 -1.306 4.206 -0.002 -0.003 -0.019
C -2.358 -2.440 3.820 0.010 -0.002 -0.022
C -2.213 -2.970 2.530 -0.005 0.012 0.031
C -1.386 -2.383 1.591 0.037 -0.008 0.028
C -0.685 -1.238 1.964 0.140 0.119 -0.037
N 0.177 -0.405 1.239 -0.103 -0.050 0.301
C 0.524 0.555 2.073 -0.059 -0.002 -0.142
C 1.402 1.707 1.846 -0.148 -0.181 -0.001
C 1.185 2.941 2.372 0.059 0.103 -0.028
S 2.443 3.986 1.870 -0.124 -0.009 0.146
C 3.194 2.663 1.070 0.101 0.124 -0.206
N 2.549 1.553 1.122 0.240 -0.248 0.195
H -0.040 1.113 3.996 0.007 -0.026 0.007
H -1.783 -0.878 5.194 0.002 0.000 0.002
H -3.026 -2.923 4.523 0.001 -0.002 -0.003
H -2.770 -3.856 2.256 0.002 0.001 0.001
H -1.295 -2.784 0.596 -0.002 -0.004 -0.002
H 0.312 3.296 2.894 -0.017 0.007 -0.015
H 4.134 2.780 0.550 -0.023 0.006 -0.022
C 4.005 -0.455 -3.622 -0.022 0.008 -0.050
C 2.632 -0.294 -3.007 0.144 -0.048 0.142
S 2.562 -0.336 -1.310 -0.048 0.036 -0.175
C 1.518 -0.094 -3.799 -0.237 0.043 0.089
C 1.585 -0.016 -5.301 0.065 -0.012 -0.051
S -0.041 0.092 -3.134 0.207 -0.025 -0.006
H 4.746 -0.593 -2.837 -0.001 0.003 0.005
H 4.288 0.425 -4.209 0.009 -0.001 0.002
H 4.049 -1.324 -4.284 -0.008 0.001 0.001
H 2.607 -0.088 -5.671 -0.009 0.005 -0.011
H 1.160 0.926 -5.656 -0.007 0.004 0.005
H 1.003 -0.822 -5.754 0.005 -0.004 -0.004
O 0.223 1.758 -0.517 -0.084 0.102 0.021
N 0.112 -2.264 -1.207 0.064 0.052 0.080
C 0.141 -3.392 -1.446 -0.041 0.011 -0.049
C 0.142 -4.767 -1.714 0.002 -0.040 -0.003
C 1.351 -5.498 -1.711 0.046 0.075 -0.009
N 2.341 -6.096 -1.714 -0.030 -0.038 0.003
C -1.070 -5.437 -1.988 -0.020 0.008 0.029
N -2.058 -5.999 -2.205 0.010 -0.001 -0.012
C -1.914 0.024 -0.707 -0.076 0.123 -0.021
C -2.016 1.292 0.064 -0.282 -0.209 0.225
C -1.118 2.326 -0.529 0.104 -0.178 -0.309
C -1.205 3.622 0.194 -0.091 -0.049 0.222
C -1.799 3.689 1.442 0.075 0.012 -0.033
C -2.445 2.609 2.077 -0.021 0.006 -0.009
C -2.561 1.414 1.310 0.227 0.155 -0.272
C -1.713 4.937 2.158 -0.001 0.007 -0.019
N -1.615 5.928 2.743 -0.009 -0.023 0.009
H -2.329 0.151 -1.716 0.009 -0.021 0.010
H -2.442 -0.811 -0.236 0.001 0.016 0.035
H -1.367 2.447 -1.605 0.044 0.052 0.023
H -0.722 4.503 -0.212 0.025 -0.007 -0.048
H -2.970 2.752 3.012 -0.011 0.005 -0.002
H -3.092 0.556 1.715 -0.066 -0.022 0.108



(3)
16
Properties=species:S:1:pos:R:3:forces:R:3 method="wB97M-V/def2-TZVPD" max_force_ev_per_a=4.05 total_energy_ha=-362.98893 de_lowest_kj_mol=253.6 molar_mass_g_mol=103.12 homo_lumo_gap_ev=10.4
C 1.901 0.047 0.088 -0.054 -0.094 0.026
C 0.386 0.251 0.163 -0.154 0.020 0.061
C -0.184 0.608 -1.224 0.333 -0.150 -0.045
O -1.381 1.329 -1.195 -0.146 -0.011 -0.137
N -0.225 -0.986 0.749 -0.641 -0.334 0.312
C -1.537 -0.992 1.128 -1.407 1.974 -0.512
O -2.252 0.011 0.918 0.753 2.020 -0.921
H 2.316 -0.235 1.062 -0.071 0.013 -0.120
H 2.399 0.971 -0.228 -0.201 -0.177 0.073
H 2.156 -0.732 -0.641 -0.043 0.081 0.102
H 0.158 1.090 0.832 -0.011 -0.171 -0.040
H 0.542 1.250 -1.741 -0.037 -0.152 0.131
H -0.264 -0.327 -1.807 -0.035 0.128 0.069
H -1.953 0.901 -0.528 0.134 0.237 -0.006
H 0.413 -1.758 0.893 -0.510 -0.021 0.141
H -2.475 -1.426 1.530 2.089 -3.361 0.867